(1)
16
Properties=species:S:1:pos:R:3:mulliken_spin:R:1 method="wB97M-V/def2-TZVPD" e_above_lowest_kj_mol=62.7 total_charge=+2 gap_ev="8.661 / 4.841" spin_multiplicity=2 homo_ev="-18.356 / -18.335"
C 0.3481 0.6245 -3.0271 0.42
C 1.0391 -0.4505 -2.4832 0.42
H 0.7595 1.6262 -3.1237 0.03
H -0.6957 0.5143 -3.3196 0.05
H 1.9672 -0.2700 -1.9428 0.04
H 0.6327 -1.4556 -2.4198 0.04
C 0.0071 0.3295 2.0819 0.00
C 0.6961 -0.3258 3.0146 0.01
C -1.5373 0.1622 0.2701 -0.01
N -0.7342 -0.3882 1.1085 0.01
H -0.0033 1.4029 1.9623 0.00
H 0.6661 -1.4008 3.1373 0.00
H 1.2586 0.2837 3.7090 0.00
H -2.0644 -0.4691 -0.4344 0.00
H -1.7511 1.2183 0.3832 0.00
H -0.5885 -1.4017 1.0836 0.00

***

(2)
74
Properties=species:S:1:pos:R:3:mulliken_spin:R:1 method="wB97M-V/def2-TZVPD" e_above_lowest_kj_mol=44.1 total_charge=-2 gap_ev="6.575 / 6.843" spin_multiplicity=2 homo_ev="-2.008 / -2.277"
Pd 0.2269 -0.1559 1.0564 0.78
C 4.8544 0.8718 1.2644 0.00
C 4.0270 2.0944 0.9882 0.00
C 4.6118 3.1996 0.3830 0.00
C 3.8598 4.3088 0.0206 0.00
C 2.4931 4.2889 0.2458 0.00
C 1.8720 3.2010 0.8508 0.00
C 0.3875 3.2248 1.0711 -0.05
C 2.6443 2.1067 1.2655 0.00
N 2.0024 1.0064 1.8413 0.06
C 2.4447 0.5160 3.0026 0.00
O 3.2557 1.0093 3.8044 0.00
C 1.8480 -0.8392 3.3579 0.02
C 1.9273 -1.4029 4.6232 0.00
C 1.2966 -2.6217 4.8364 0.00
C 0.5987 -3.2425 3.8060 0.00
C 0.5635 -2.6135 2.5726 0.02
N 1.2160 -1.4735 2.3801 0.05
C -0.2103 -3.1413 1.3705 0.00
O -0.5562 -4.3350 1.3659 0.00
N -0.3937 -2.2207 0.4249 0.05
C -0.9980 -2.6155 -0.7738 0.01
C -2.3978 -2.6577 -0.8816 0.00
C -3.2307 -2.3935 0.3364 0.00
C -2.9738 -2.9422 -2.1163 0.00
C -2.1864 -3.1959 -3.2350 0.01
C -0.8040 -3.1776 -3.1105 0.00
C -0.1971 -2.8942 -1.8902 -0.01
C 1.2965 -2.9114 -1.7389 0.00
H 5.8370 0.9652 0.7975 0.00
H 4.3591 -0.0150 0.8592 0.00
H 4.9767 0.7113 2.3366 0.00
H 5.6775 3.1750 0.1762 0.00
H 4.3296 5.1656 -0.4487 0.00
H 1.8805 5.1327 -0.0564 0.00
H -0.0794 3.9623 0.4148 0.00
H 0.1326 3.4671 2.1043 0.00
H -0.0936 2.2619 0.8832 0.04
H 2.4553 -0.8689 5.4005 0.00
H 1.3256 -3.0788 5.8192 0.00
H 0.0714 -4.1775 3.9336 0.00
H -2.9657 -1.4408 0.7957 0.00
H -3.0473 -3.1657 1.0869 0.00
H -4.2942 -2.3797 0.0921 0.00
H -4.0563 -2.9656 -2.1971 0.00
H -2.6477 -3.4133 -4.1914 0.00
H -0.1783 -3.3915 -3.9706 0.00
H 1.7894 -2.8612 -2.7109 0.00
H 1.6116 -3.8269 -1.2301 0.00
H 1.6278 -2.0710 -1.1278 0.00
F -2.9190 -0.0630 2.7577 0.00
P -3.1932 1.4145 2.1671 0.00
F -3.4618 2.8925 1.5471 0.00
F -4.1120 1.7759 3.4476 0.00
F -4.5029 0.8561 1.3809 0.00
F -1.8822 1.9650 2.9243 0.00
F -2.2829 1.0522 0.8529 0.01
O 1.4803 0.3267 -3.9232 0.00
C 0.6039 0.3462 -3.0910 0.00
O 0.7894 0.3346 -1.7754 0.01
C -0.8857 0.4293 -3.4545 0.00
N -1.6872 0.2173 -2.2569 0.00
C -2.6723 1.2927 -2.0904 0.00
C -2.7060 1.9964 -3.4507 0.00
C -1.2653 1.8391 -3.9416 0.00
H -1.0773 -0.3160 -4.2300 0.00
H -0.1807 0.2690 -1.4761 -0.01
H -2.0749 -0.7151 -2.1946 0.00
H -2.3459 1.9795 -1.3065 0.00
H -3.6346 0.8874 -1.7808 0.00
H -3.0170 3.0390 -3.3730 0.00
H -3.3922 1.4830 -4.1309 0.00
H -0.6211 2.5857 -3.4703 0.00
H -1.1495 1.9330 -5.0204 0.00

***

(3)
10
Properties=species:S:1:pos:R:3:mulliken_charge:R:1 method="wB97M-V/def2-TZVPD" e_above_lowest_kj_mol=580.2 gap_ev=8.870 smiles="O=c1cnonc1O" homo_ev=-10.431
C 0.6479 -0.5163 -0.4484 0.18
C -0.9523 0.9437 0.5695 -0.06
C -0.4660 -0.2817 0.3612 0.89
H 0.3925 -2.3018 -0.3902 0.35
H -1.5060 1.0101 1.5803 0.31
N 1.3371 0.4297 -0.9885 -0.30
N -0.3229 2.0585 0.0500 -0.17
O 1.0911 -1.7869 -0.7946 -0.45
O 0.7435 1.6964 -0.8440 -0.11
O -0.9649 -1.2518 0.9046 -0.64

***

(4)
51
Properties=species:S:1:pos:R:3:mulliken_charge:R:1 method="wB97M-V/def2-TZVPD" e_above_lowest_kj_mol=119.1 total_charge=-1 gap_ev=4.096 homo_ev=-3.946
C -5.4069 3.4214 0.7523 -1.26
C -3.9474 3.3523 0.3985 -0.18
O -3.4011 2.1136 0.8555 -0.28
C -2.0640 2.0512 0.5719 -0.09
C -1.4279 0.9835 1.2940 -0.35
P 0.2905 0.8170 1.0446 1.63
C 1.0954 2.4530 1.1390 0.23
C 0.5732 3.5264 1.8662 0.06
C 1.2672 4.7420 1.9174 -0.78
C 2.4730 4.8983 1.2266 -0.40
C 2.9894 3.8259 0.4914 -0.49
C 2.3049 2.6085 0.4484 -0.71
C 0.8727 0.0042 2.5775 -0.05
C 0.7353 0.6163 3.8261 -0.23
C 1.1986 -0.0386 4.9734 -0.61
C 1.7832 -1.3042 4.8749 -0.47
C 1.8993 -1.9195 3.6233 -0.52
C 1.4398 -1.2714 2.4742 -0.14
O 0.7235 0.0576 -0.1681 -0.90
O -1.5375 2.8630 -0.1978 -0.73
H -5.7594 4.4031 0.4363 0.39
H -5.9829 2.6548 0.2323 0.30
H -5.5640 3.3310 1.8293 0.29
H -3.8119 3.4337 -0.6885 0.28
H -3.4161 4.1840 0.8864 0.28
H -2.0699 0.1934 1.6315 0.04
H -0.3723 3.4328 2.3963 0.28
H 0.8520 5.5635 2.5011 0.34
H 3.0108 5.8472 1.2648 0.35
H 3.9313 3.9266 -0.0495 0.35
H 2.7013 1.7732 -0.1269 0.38
H 0.2548 1.5920 3.9034 0.29
H 1.0803 0.4400 5.9457 0.35
H 2.1244 -1.8241 5.7732 0.35
H 2.3301 -2.9160 3.5383 0.36
H 1.5078 -1.7468 1.4940 0.42
O -2.8872 -1.3202 -0.6391 -0.51
N -3.9758 -1.7727 -0.2249 1.04
C -4.1593 -1.9970 1.1748 -0.32
C -3.1139 -1.8373 2.0959 -0.31
C -3.4055 -2.3262 3.3558 0.20
N -2.5333 -2.6622 4.3842 0.71
O -1.3551 -2.4128 4.5686 -0.61
O -3.2350 -3.5015 5.2795 -0.17
N -4.5555 -3.6754 4.8521 -0.52
C -4.6400 -2.9962 3.6664 0.63
N -5.6086 -3.1482 2.7690 -0.62
C -5.3850 -2.6206 1.5757 -0.17
O -4.9159 -2.0668 -1.0026 -0.64
H -2.1217 -1.4964 1.8596 1.01
H -6.1830 -2.7169 0.8423 0.50

***

(5)
127
Properties=species:S:1:pos:R:3:mulliken_charge:R:1 method="wB97M-V/def2-TZVPD" gap_ev=3.945 homo_ev=-7.445
C -5.1102 -6.1622 -1.5368 -0.98
C -4.4217 -6.0806 -0.0039 -0.30
C -2.8938 -5.5580 -0.0641 0.04
C -2.2149 -6.9445 -0.5336 -1.44
C -2.2257 -4.6698 1.1919 0.98
S -2.8542 -5.6235 2.6622 1.17
O -4.3959 -5.3963 2.9688 -0.55
O -2.8158 -7.1997 2.4815 -0.66
C -2.2431 -5.5284 4.3893 0.62
F -3.2467 -6.3404 5.2120 -0.25
F -2.3062 -4.2409 5.1006 -0.16
F -1.0295 -6.3667 4.7261 -0.24
C -0.5466 -4.6141 1.0377 -0.89
C -0.0216 -4.5492 -0.5548 -0.78
P 0.3439 -6.2079 1.6683 0.60
O 1.7543 -6.4869 0.9218 -0.77
N 0.0911 -3.3237 1.4875 1.67
C 0.8121 -3.2809 2.7425 0.05
F 1.0430 -1.9289 3.3931 -0.28
F 2.2325 -3.7978 2.5917 -0.30
F 0.3428 -3.9637 3.9554 -0.17
C -0.3961 -2.0879 0.8185 -2.21
N 0.4187 -0.9537 0.5867 1.71
C 1.9081 -0.9175 0.6819 -0.56
C 2.6761 -1.4116 -0.7373 0.67
C 3.9851 -2.3956 -0.3979 -1.12
F 3.2824 -0.2216 -1.4441 -0.35
N -0.1651 0.2676 0.2121 -0.99
C 0.3751 0.9224 -0.8141 0.79
O 0.8380 1.4015 -2.0037 -0.36
N -1.8794 -2.1309 0.3754 1.21
C -2.0432 -1.8336 -1.0392 0.65
F -2.7012 -2.6612 -2.0346 -0.15
F -0.7657 -1.7390 -1.8727 -0.30
F -2.7221 -0.4835 -1.1495 -0.33
C -2.7498 -3.0511 1.1417 0.01
C -3.0148 -2.3490 2.5886 -1.85
C -1.9946 -1.5398 3.5021 0.67
C -2.9353 -0.6163 4.5552 -0.78
C -2.0948 -0.3827 5.9472 -0.34
N -2.6559 -1.2530 7.0513 -0.30
C -1.6068 -2.1264 7.7042 0.58
C -0.0861 -1.6790 8.1275 -0.83
O -1.9834 -3.3975 8.0045 -0.58
C -4.3540 -2.9723 0.6404 0.01
O -5.4168 -3.0452 1.5065 -0.64
O -4.9809 -3.0016 -0.6578 -0.67
H -4.4578 -5.6311 -2.3490 0.21
H -6.2395 -5.7761 -1.5116 0.26
H -5.1837 -7.3086 -1.8567 0.31
H -5.2241 -5.4739 0.5711 0.37
H -4.5773 -7.1926 0.4084 0.59
H -2.8702 -4.8920 -1.0559 0.05
H -2.6166 -7.9356 0.0035 0.22
H -2.5389 -7.1166 -1.6748 0.36
H -1.0800 -7.0902 -0.5496 0.34
H 0.3478 -5.6016 -0.9708 0.64
H 0.9789 -3.9060 -0.6775 -0.16
H -0.8291 -4.2287 -1.3181 0.31
H 0.7858 -6.2014 3.0272 0.15
H -0.4134 -7.4198 1.4964 0.23
H 2.4706 -1.5806 1.4341 0.45
H 2.3728 0.1689 0.8755 0.21
H 1.9613 -2.0364 -1.4212 0.11
H 4.7045 -2.3157 -1.3390 0.38
H 3.6728 -3.5018 -0.1772 0.27
H 4.5457 -1.8626 0.4907 0.33
H -3.7177 -1.4005 2.3354 0.48
H -3.6697 -2.9727 3.3572 0.58
H -1.3385 -0.6893 2.9801 -0.06
H -1.3112 -2.0997 4.2535 -0.13
H -3.0778 0.4351 4.0589 0.38
H -4.0000 -1.0872 4.6939 0.36
H -0.9490 -0.5218 5.7402 0.05
H -2.2536 0.7317 6.2724 0.31
H -3.3227 -1.9330 6.5859 0.35
H -0.0235 -0.9081 9.0091 0.31
H 0.4727 -2.6637 8.4923 0.29
H 0.5284 -1.2769 7.2023 0.19
C -0.9168 4.0288 -4.9632 -0.75
C 0.0359 3.5414 -4.0689 -0.40
C 1.3866 3.5377 -4.4210 -0.17
C 1.7850 4.0118 -5.6768 -0.03
C 0.8298 4.4762 -6.5802 0.26
C -0.5234 4.4955 -6.2182 -0.58
C 1.2333 4.9323 -7.9260 0.60
O 0.3952 5.3437 -8.7189 -0.68
C 2.6592 4.8773 -8.3052 0.11
C 3.0485 5.2521 -9.5978 -0.53
C 4.3966 5.2157 -9.9605 -0.47
C 5.3583 4.8151 -9.0333 -0.47
C 4.9727 4.4359 -7.7468 -0.44
C 3.6191 4.4578 -7.3854 0.17
C 3.2176 4.0207 -6.0337 0.49
O 4.0617 3.6640 -5.2197 -0.69
H -1.9685 4.0402 -4.6853 0.41
H -0.2721 3.1658 -3.0957 0.41
H 2.1254 3.1606 -3.7158 0.57
H -1.2733 4.8693 -6.9131 0.47
H 2.3044 5.5692 -10.3267 0.46
H 4.6962 5.5022 -10.9664 0.39
H 6.4093 4.7936 -9.3133 0.39
H 5.7285 4.1196 -7.0298 0.45
C 3.4789 3.9984 -1.4027 -0.49
C 3.5386 3.2516 -0.2264 -0.31
C 2.9968 3.7633 0.9538 -0.80
C 2.4037 5.0316 0.9608 0.31
C 2.3660 5.7884 -0.2097 0.14
C 2.8946 5.2658 -1.3972 -0.88
C 1.7875 7.1475 -0.2027 0.63
O 1.7507 7.8116 -1.2313 -0.67
C 1.2622 7.6978 1.0628 0.24
C 0.7637 9.0067 1.0964 -0.55
C 0.2527 9.5302 2.2860 -0.46
C 0.2295 8.7473 3.4399 -0.48
C 0.7306 7.4451 3.4106 -0.55
C 1.2569 6.9230 2.2216 0.18
C 1.8173 5.5572 2.2097 0.66
O 1.8015 4.8701 3.2245 -0.70
H 3.8929 3.5959 -2.3246 0.57
H 4.0054 2.2691 -0.2279 0.51
H 3.0424 3.1724 1.8672 0.47
H 2.8565 5.8453 -2.3180 0.51
H 0.7752 9.6235 0.1992 0.45
H -0.1290 10.5486 2.3112 0.40
H -0.1751 9.1524 4.3650 0.39
H 0.7136 6.8415 4.3166 0.45

***

(6)
7
Properties=species:S:1:pos:R:3:mulliken_spin:R:1 method="wB97M-V/def2-TZVPD" e_above_lowest_kj_mol=139.3 total_charge=+3 gap_ev="9.169 / 10.312" spin_multiplicity=5 homo_ev="-28.227 / -29.362"
O 0.1123 1.2765 0.6774 0.04
O -1.7196 -1.3113 1.5077 0.00
O 0.5737 -0.1516 -0.7890 -0.01
C -0.9439 -0.7608 0.8624 0.00
C -0.3240 0.2253 0.0537 0.00
Cr 1.2350 -0.6133 -2.4340 3.96
H 1.0665 1.3351 0.1218 0.00

***

Values for M, Da, ordered as above
84.1; 738.0; 114.1; 469.4; 1160.0; 125.0